No. 1
# C19H25N5O3S2

A single C19H25N5O3S2 molecule in a non-equilibrium geometry (ωB97M-V/def2-TZVPD, OMol25).

CARTESIAN COORDINATES (ANGSTROEM)
C -3.40 -1.73 -1.82
O -2.54 -0.75 -1.29
C -3.09 0.34 -0.66
C -4.45 0.58 -0.60
C -4.95 1.67 0.10
C -4.08 2.52 0.75
C -2.72 2.30 0.68
C -2.19 1.23 -0.03
N -0.82 0.95 -0.07
C -0.15 0.75 -1.33
C 0.46 2.07 -1.84
N 1.38 2.60 -0.85
C 2.73 2.58 -0.85
O 3.38 2.93 0.11
C 3.44 2.17 -2.14
S 4.96 1.27 -1.69
C 4.19 0.03 -0.78
N 2.91 -0.06 -0.68
N 2.49 -1.07 0.07
C 3.43 -1.79 0.56
N 3.27 -2.88 1.36
C 2.13 -3.39 1.98
O 2.26 -4.40 2.63
C 0.84 -2.64 1.78
C -0.11 -2.93 2.94
C 0.21 -3.08 0.45
S 5.05 -1.23 0.10
C 0.70 2.84 0.42
C 0.07 1.53 0.90
H -4.00 -1.34 -2.65
H -2.75 -2.52 -2.19
H -4.07 -2.14 -1.05
H -5.15 -0.09 -1.09
H -6.02 1.84 0.13
H -4.46 3.36 1.31
H -2.06 2.99 1.19
H -0.85 0.36 -2.07
H 0.65 0.03 -1.18
H 0.95 1.93 -2.80
H -0.34 2.81 -1.97
H 3.78 3.06 -2.67
H 2.87 1.52 -2.79
H 4.11 -3.41 1.56
H 1.05 -1.58 1.72
H 0.32 -2.58 3.88
H -1.06 -2.43 2.78
H -0.28 -4.00 3.03
H 0.89 -2.90 -0.38
H -0.70 -2.50 0.27
H -0.04 -4.14 0.48
H 1.44 3.21 1.13
H -0.07 3.61 0.25
H -0.45 1.67 1.85
H 0.89 0.81 1.05

Results
HOMO-LUMO gap   7.89 eV
Structure (SMILES)   COc1ccccc1N1CCN(C(=O)CSc2nnc(NC(=O)C(C)C)s2)CC1
Multiplicity   1

Results of the Löwdin charge analysis, in e, for atoms 1 through 2:
1. C -0.085
2. O -0.118


No. 2
# C5H34O11

12 unconnected molecules or ions with the total composition C5H34O11 in a non-equilibrium geometry (ωB97M-V/def2-TZVPD, OMol25).

CARTESIAN COORDINATES (ANGSTROEM)
C -0.66 0.91 -2.77
C 0.10 2.05 -2.17
C -0.36 2.78 -0.84
C -1.97 2.99 -0.92
C 0.23 4.17 -0.69
H -1.61 1.04 -2.38
H -0.75 0.90 -3.83
H -0.18 0.00 -2.37
H 1.14 1.73 -1.80
H 0.33 2.84 -2.90
H -0.27 2.11 -0.03
H -2.20 3.40 -1.90
H -2.37 3.56 -0.11
H -2.61 1.98 -1.14
H 1.12 4.36 -1.29
H 0.65 4.19 0.27
H -0.59 4.82 -0.96
O 0.26 -0.46 2.37
H 0.99 0.00 1.84
H -0.40 -0.48 1.75
O -0.92 1.39 4.37
H -0.74 0.57 4.03
H -0.18 1.92 3.95
O 3.43 -0.72 1.48
H 4.14 -1.14 1.00
H 2.94 -1.41 1.94
O -1.02 -3.50 -3.12
H -0.85 -2.69 -2.64
H -1.03 -4.16 -2.45
O -2.80 -1.23 -1.39
H -2.96 -1.39 -2.27
H -3.02 -2.00 -0.99
O -3.34 -0.36 2.22
H -2.46 -0.03 2.60
H -2.98 -0.85 1.41
O 1.74 1.48 0.98
H 2.64 1.23 0.85
H 1.68 2.34 0.70
O 3.53 -2.31 -0.77
H 4.11 -2.93 -0.24
H 3.95 -1.47 -0.99
O -1.39 -2.24 1.19
H -1.36 -2.72 0.46
H -1.43 -2.70 2.03
O 1.93 -3.54 2.77
H 1.75 -3.28 1.86
H 1.47 -2.80 3.19
O 0.53 -3.11 -0.83
H 1.45 -2.83 -1.20
H 0.30 -2.38 -0.27

Results
HOMO-LUMO gap   10.10 eV
Structure (SMILES)   CCC(C)C.O.O.O.O.O.O.O.O.O.O.O
Multiplicity   1
Energy above the lowest of the compared OMol25 structures with the same formula, charge and spin   87.71 kcal/mol

Results of the Löwdin charge analysis, in e, for atoms 1 through 2:
1. C -0.099
2. C -0.234


No. 3
# C4H6O

2 unconnected molecules or ions with the total composition C4H6O in a non-equilibrium geometry (ωB97M-V/def2-TZVPD, OMol25).

CARTESIAN COORDINATES (ANGSTROEM)
C 1.44 0.10 1.50
C 0.66 0.17 -1.29
C 1.28 -0.37 2.71
C -1.59 0.10 -2.14
O -0.51 -0.03 -1.07
H 2.04 0.76 0.94
H 0.63 -1.14 2.88
H 1.57 0.04 3.71
H -2.64 0.42 -1.67
H -1.59 -0.82 -2.56
H -1.29 0.78 -3.01

Results
HOMO-LUMO gap (alpha / beta)   8.70 / 7.47 eV
Multiplicity   1
Energy above the lowest of the compared OMol25 structures with the same formula, charge and spin   169.87 kcal/mol

Results of the Löwdin charge analysis, in e, for atoms 1 through 2:
1. C 0.016
2. C 0.031


No. 4
# C18H18N2O5S2

A single C18H18N2O5S2 molecule (ωB97M-V/def2-TZVPD, OMol25).

CARTESIAN COORDINATES (ANGSTROEM)
C 3.78 3.24 3.56
C 2.80 2.50 4.45
O 1.92 1.67 3.68
C 2.36 0.45 3.36
O 3.42 -0.01 3.71
C 1.35 -0.27 2.49
C 1.54 0.16 1.05
O 2.05 -0.55 0.22
C 1.23 1.63 0.79
S 0.48 1.83 -0.85
C -0.68 0.54 -0.70
N -0.68 -0.11 0.42
C -1.54 -1.13 0.53
S -1.67 -2.14 1.92
C -2.94 -3.07 1.16
C -3.56 -4.21 1.89
C -3.23 -2.62 -0.09
C -2.44 -1.50 -0.47
C -2.46 -0.77 -1.70
O -3.19 -0.96 -2.65
N -1.51 0.29 -1.74
C -1.41 1.05 -2.97
C -0.12 0.77 -3.67
C 0.53 -0.40 -3.93
C 1.73 -0.04 -4.60
C 1.71 1.32 -4.70
O 0.60 1.82 -4.13
H 4.41 3.88 4.16
H 4.41 2.52 3.03
H 3.25 3.84 2.83
H 3.33 1.87 5.17
H 2.14 3.19 4.98
H 1.52 -1.35 2.56
H 0.34 -0.02 2.82
H 2.16 2.19 0.75
H 0.57 2.04 1.55
H -2.80 -4.96 2.13
H -4.00 -3.87 2.82
H -4.33 -4.67 1.28
H -3.97 -3.04 -0.73
H -1.48 2.12 -2.76
H -2.26 0.74 -3.58
H 0.20 -1.38 -3.68
H 2.49 -0.70 -4.96
H 2.40 2.02 -5.13

Results
HOMO-LUMO gap   8.62 eV
Structure (SMILES)   CCOC(=O)CC(=O)CSc1nc2sc(C)cc2c(=O)n1Cc1ccco1
Multiplicity   1
Energy above the lowest of the compared OMol25 structures with the same formula, charge and spin   0.00 kcal/mol

Results of the Löwdin charge analysis, in e, for atoms 1 through 2:
1. C -0.059
2. C -0.206


No. 5
# C40H54BrF4N9SSiSr

A molecular structure, C40H54BrF4N9SSiSr in a non-equilibrium geometry (ωB97M-V/def2-TZVPD, OMol25).

CARTESIAN COORDINATES (ANGSTROEM)
Sr 0.94 -1.10 0.06
C 1.23 -1.14 -3.68
N 0.65 -1.64 -2.43
C 0.76 -3.10 -2.35
C -0.76 -1.20 -2.33
C -1.51 -1.65 -1.03
N -1.58 -0.65 0.00
C -2.40 0.47 -0.27
C -1.40 2.56 -1.04
F -0.09 2.65 -1.34
C -2.33 3.21 -1.72
F -2.03 4.01 -2.76
C -3.77 3.02 -1.42
C -4.77 1.51 -0.19
F -6.08 1.27 0.14
C -3.85 0.30 0.04
F -4.29 -0.74 0.78
H 0.72 -1.56 -4.56
H 1.14 -0.06 -3.71
H 2.28 -1.41 -3.73
H 0.66 -3.43 -1.32
H -0.02 -3.62 -2.93
H 1.74 -3.42 -2.69
H -0.76 -0.10 -2.34
H -1.30 -1.52 -3.24
H -2.43 -2.13 -1.40
H -0.99 -2.50 -0.55
H -4.34 3.76 -1.96
C -4.32 1.58 -1.65
C -4.26 2.94 0.10
C -3.31 3.08 1.23
C -2.13 2.47 1.21
N -1.77 1.75 0.02
C -3.41 0.36 -1.43
C -1.16 2.49 2.34
C -1.38 3.27 3.48
C -0.48 3.22 4.52
C 0.62 2.38 4.41
C 0.76 1.65 3.25
N -0.09 1.70 2.23
H -5.04 1.45 -2.45
H -5.12 3.60 0.22
H -3.64 3.64 2.10
H -3.32 -0.42 -2.16
H -2.25 3.91 3.55
H -0.64 3.82 5.41
H 1.35 2.30 5.21
H 1.60 0.98 3.13
N 2.80 -2.76 0.45
C 2.81 -3.92 0.35
C 2.67 -5.30 0.24
C 3.75 -6.17 0.51
N 4.64 -6.86 0.74
C 1.39 -5.76 -0.13
N 0.30 -6.06 -0.38
S 0.79 -1.13 3.05
C -0.49 -2.22 2.79
N -0.33 -3.30 2.01
C -1.40 -4.24 1.66
C -2.73 -3.50 1.73
C -2.86 -2.84 3.09
N -1.68 -2.04 3.36
H 0.61 -3.47 1.66
H -1.38 -5.08 2.36
H -1.20 -4.64 0.67
H -3.55 -4.20 1.57
H -2.76 -2.73 0.97
H -2.99 -3.59 3.88
H -3.73 -2.18 3.11
H -1.78 -1.16 3.85
C 4.63 0.81 -2.79
C 5.28 1.96 -1.99
C 6.80 1.86 -2.15
C 4.81 3.26 -2.66
Si 4.79 1.94 -0.14
Br 2.52 1.64 -0.18
C 4.99 3.63 0.75
C 4.85 3.47 2.27
C 6.38 4.21 0.46
C 3.93 4.66 0.32
C 5.51 0.45 0.83
C 4.67 0.08 2.06
C 6.94 0.78 1.30
C 5.58 -0.80 -0.05
H 4.93 0.91 -3.84
H 3.54 0.86 -2.75
H 4.95 -0.17 -2.45
H 7.06 1.95 -3.21
H 7.19 0.90 -1.81
H 7.34 2.64 -1.62
H 5.03 3.20 -3.73
H 5.33 4.14 -2.28
H 3.74 3.42 -2.56
H 5.64 2.87 2.71
H 3.89 3.04 2.55
H 4.89 4.47 2.73
H 7.19 3.54 0.73
H 6.51 5.13 1.05
H 6.50 4.49 -0.59
H 2.92 4.34 0.59
H 3.94 4.89 -0.74
H 4.12 5.59 0.86
H 4.58 0.90 2.78
H 5.15 -0.76 2.57
H 3.67 -0.25 1.79
H 6.97 1.57 2.05
H 7.60 1.06 0.47
H 7.37 -0.12 1.76
H 4.61 -1.06 -0.48
H 5.89 -1.65 0.56
H 6.30 -0.70 -0.86

Results
HOMO-LUMO gap   7.63 eV
Multiplicity   1
Energy above the lowest of the compared OMol25 structures with the same formula, charge and spin   138.21 kcal/mol

Results of the Löwdin charge analysis, in e, for atoms 1 through 2:
1. Sr 1.177
2. C -0.086


No. 6
# C3H7N

2 unconnected molecules or ions with the total composition C3H7N in a non-equilibrium geometry (ωB97M-V/def2-TZVPD, OMol25).

CARTESIAN COORDINATES (ANGSTROEM)
C -0.45 -0.62 0.10
C -1.18 0.71 0.30
C 1.60 -0.29 -0.25
N 0.77 -0.82 0.67
H -1.16 -1.45 0.21
H 2.51 0.23 0.07
H 1.74 -0.83 -1.18
H 0.27 -0.04 -1.04
H -1.97 0.85 -0.43
H -0.50 1.56 0.25
H -1.64 0.70 1.30

Results
HOMO-LUMO gap   9.55 eV
Multiplicity   1
Energy above the lowest of the compared OMol25 structures with the same formula, charge and spin   93.41 kcal/mol

Results of the Löwdin charge analysis, in e, for atoms 1 through 2:
1. C -0.317
2. C -0.121


No. 7
# C2H14O5

6 unconnected molecules or ions with the total composition C2H14O5 in a non-equilibrium geometry (ωB97M-V/def2-TZVPD, OMol25).

CARTESIAN COORDINATES (ANGSTROEM)
C -0.79 -0.21 2.48
C 0.10 0.00 1.52
H -0.47 -0.24 3.49
H -1.76 -0.32 2.27
H 1.21 0.09 1.62
H -0.09 0.00 0.48
O -0.69 2.60 0.60
H 0.03 2.49 1.17
H -1.40 2.09 1.03
O 2.47 -0.88 -0.30
H 2.24 -0.38 -0.98
H 2.05 -1.73 -0.46
O 0.43 -2.73 -0.38
H -0.16 -2.77 0.42
H 0.35 -1.89 -0.69
O 0.35 -0.65 -2.01
H 0.29 -0.89 -2.92
H -0.26 0.14 -1.80
O -1.28 1.40 -1.83
H -1.50 1.87 -1.06
H -1.12 2.01 -2.64

Results
HOMO-LUMO gap   10.71 eV
Structure (SMILES)   C=C.O.O.O.O.O
Multiplicity   1
Energy above the lowest of the compared OMol25 structures with the same formula, charge and spin   54.07 kcal/mol

Results of the Löwdin charge analysis, in e, for atoms 1 through 2:
1. C -0.031
2. C -0.079


No. 8
# C14H42ClN4O11

8 unconnected molecules or ions with the total composition C14H42ClN4O11 in a non-equilibrium geometry (ωB97M-V/def2-TZVPD, OMol25).

CARTESIAN COORDINATES (ANGSTROEM)
Cl -9.68 -11.11 14.31
O -8.71 -11.41 13.28
O -9.06 -10.42 15.41
O -10.80 -10.35 13.81
O -10.25 -12.36 14.78
C -6.42 -13.68 17.11
C -7.25 -13.95 15.86
O -6.76 -15.15 15.27
H -5.36 -13.81 16.92
H -6.75 -14.21 18.01
H -6.58 -12.63 17.39
H -7.12 -13.20 15.07
H -8.32 -14.02 16.06
H -7.03 -15.23 14.33
C -14.95 -11.23 13.11
C -13.82 -12.16 13.50
O -13.24 -11.70 14.71
H -15.81 -11.20 13.78
H -15.40 -11.62 12.18
H -14.60 -10.22 12.90
H -13.04 -12.01 12.74
H -14.08 -13.22 13.55
H -12.30 -11.52 14.57
C -10.89 -16.07 15.54
C -12.25 -15.41 15.41
O -13.02 -16.05 14.37
H -11.02 -17.14 15.75
H -10.25 -15.58 16.26
H -10.30 -15.99 14.62
H -12.16 -14.33 15.26
H -12.78 -15.52 16.36
H -13.91 -16.05 14.72
C -8.51 -15.30 12.11
O -7.57 -15.71 12.80
N -9.32 -14.30 12.52
N -8.74 -15.68 10.81
H -9.93 -13.93 11.82
H -9.02 -13.90 13.40
H -8.05 -16.25 10.35
H -9.47 -15.28 10.25
C -10.35 -6.57 14.24
O -10.36 -5.41 13.82
N -9.22 -7.27 14.56
N -11.50 -7.23 14.45
H -8.40 -6.69 14.70
H -9.28 -8.24 14.80
H -12.35 -6.75 14.24
H -11.45 -8.20 14.73
C -11.73 -10.51 17.75
C -11.48 -11.92 18.29
C -12.65 -12.87 18.04
O -10.25 -12.55 18.04
H -12.70 -10.12 18.06
H -11.65 -10.44 16.66
H -10.96 -9.80 18.05
H -11.44 -11.66 19.36
H -12.46 -13.74 18.69
H -12.75 -13.22 17.02
H -13.59 -12.41 18.34
H -9.95 -12.19 17.19
C -8.08 -8.59 10.50
C -8.35 -9.74 9.53
C -7.07 -10.53 9.20
O -9.26 -10.65 10.15
H -7.25 -7.99 10.12
H -7.88 -8.98 11.50
H -8.87 -7.86 10.63
H -8.80 -9.34 8.62
H -6.60 -10.89 10.11
H -6.35 -9.81 8.79
H -7.29 -11.34 8.50
H -8.79 -10.89 10.96

Results
HOMO-LUMO gap   9.30 eV
Net charge   -1
Multiplicity   1
Energy above the lowest of the compared OMol25 structures with the same formula, charge and spin   0.00 kcal/mol

Results of the Löwdin charge analysis, in e, for atoms 1 through 2:
1. Cl 0.662
2. O -0.344